C6H6O2 in the gas phase at a distorted geometry. Source: the OMol25 dataset; level of theory: ωB97M-V with the def2-TZVPD basis set.

As for the HOMO-LUMO gap: 7.8 eV. The value obtained for the highest occupied orbital energy is -8.92 eV.

ORCA input file:
```
! RIJCOSX wB97M-V def2-TZVPD def2/J DEFGRID3
* xyz 0 1
C 1.734 -0.675 0.055
C 0.155 -0.300 -0.028
C -1.059 -1.032 0.120
C -2.159 -0.164 -0.160
C -1.641 1.246 0.164
C -0.275 1.166 -0.085
H 2.873 0.823 -0.009
H 2.171 -1.028 1.050
H 1.674 -1.700 -0.491
H -1.046 -2.095 0.356
H -2.210 2.121 0.118
H 0.562 1.904 0.004
O 2.546 0.215 -0.585
O -3.324 -0.482 -0.507
*
```

Löwdin atomic charge list, values in e, 2 entries: -0.228, -0.087